Entry 1:
Molecular formula: C68H187N17O17
Method: DFT, ωB97M-V/def2-TZVPD

Geometry (Å):
C (-16.74, 10.42, 13.31)
C (-17.27, 11.64, 14.17)
C (-17.55, 11.14, 15.61)
O (-18.18, 12.28, 16.31)
C (-18.58, 11.91, 17.58)
N (-16.28, 12.71, 14.03)
H (-15.93, 10.06, 13.91)
H (-16.44, 10.93, 12.38)
H (-17.45, 9.63, 13.17)
H (-18.21, 11.94, 13.69)
H (-16.59, 10.94, 16.04)
H (-18.26, 10.29, 15.63)
H (-19.27, 11.09, 17.54)
H (-19.04, 12.75, 18.10)
H (-17.75, 11.44, 18.14)
H (-16.51, 13.59, 14.39)
H (-15.45, 12.47, 14.61)
C (-24.43, 7.52, 21.45)
C (-24.11, 7.20, 19.95)
C (-23.59, 5.83, 19.68)
O (-22.22, 5.69, 20.16)
C (-21.23, 6.00, 19.22)
N (-25.34, 7.45, 19.19)
H (-23.55, 7.42, 22.06)
H (-25.21, 6.87, 21.83)
H (-24.76, 8.53, 21.45)
H (-23.33, 7.94, 19.68)
H (-23.57, 5.64, 18.63)
H (-24.19, 5.02, 20.11)
H (-21.50, 5.53, 18.26)
H (-20.26, 5.74, 19.65)
H (-21.21, 7.11, 19.08)
H (-26.01, 6.73, 19.33)
H (-25.20, 7.28, 18.20)
C (-24.25, 14.69, 24.49)
C (-25.67, 14.84, 24.02)
C (-26.34, 16.13, 24.62)
O (-27.68, 16.12, 24.21)
C (-28.38, 17.34, 24.32)
N (-25.73, 15.02, 22.59)
H (-23.70, 15.62, 24.42)
H (-23.70, 13.89, 24.00)
H (-24.27, 14.49, 25.59)
H (-26.29, 14.01, 24.35)
H (-25.70, 16.96, 24.19)
H (-26.21, 16.09, 25.72)
H (-29.38, 17.06, 24.56)
H (-28.29, 17.92, 23.42)
H (-27.93, 17.91, 25.12)
H (-26.66, 15.00, 22.11)
H (-25.24, 14.22, 22.19)
C (-27.13, 11.87, 19.53)
C (-25.91, 11.63, 20.28)
C (-26.22, 11.16, 21.68)
O (-25.04, 10.77, 22.40)
C (-25.25, 10.12, 23.61)
N (-25.05, 10.70, 19.48)
H (-26.92, 12.48, 18.65)
H (-27.98, 12.37, 19.99)
H (-27.58, 10.96, 19.21)
H (-25.36, 12.56, 20.41)
H (-26.86, 10.27, 21.64)
H (-26.79, 11.82, 22.37)
H (-25.84, 9.19, 23.55)
H (-25.76, 10.69, 24.37)
H (-24.22, 9.86, 23.97)
H (-25.53, 9.78, 19.39)
H (-24.29, 10.43, 20.10)
C (-12.69, 11.58, 22.60)
C (-13.95, 12.14, 23.23)
C (-14.43, 11.28, 24.40)
O (-13.48, 11.31, 25.46)
C (-13.79, 10.41, 26.55)
N (-13.91, 13.55, 23.61)
H (-11.86, 11.46, 23.28)
H (-12.49, 12.23, 21.75)
H (-12.88, 10.58, 22.17)
H (-14.73, 12.05, 22.48)
H (-14.59, 10.23, 24.07)
H (-15.43, 11.68, 24.69)
H (-13.89, 9.42, 26.14)
H (-14.65, 10.79, 27.18)
H (-12.89, 10.42, 27.19)
H (-13.10, 13.78, 24.17)
H (-14.82, 13.83, 24.06)
C (-18.08, 7.15, 17.60)
C (-17.88, 6.33, 16.28)
C (-19.06, 6.43, 15.39)
O (-19.24, 7.75, 14.96)
C (-20.21, 7.81, 13.98)
N (-16.67, 6.85, 15.62)
H (-17.25, 7.04, 18.29)
H (-19.06, 6.92, 18.08)
H (-18.10, 8.20, 17.31)
H (-17.66, 5.29, 16.51)
H (-19.93, 6.08, 15.93)
H (-18.96, 5.76, 14.51)
H (-21.21, 7.68, 14.36)
H (-20.03, 7.04, 13.17)
H (-20.28, 8.81, 13.58)
H (-16.95, 7.60, 15.02)
H (-16.32, 6.10, 14.99)
C (-17.87, 12.67, 22.57)
C (-17.79, 14.06, 23.00)
C (-19.23, 14.59, 23.17)
O (-19.09, 15.99, 23.47)
C (-20.35, 16.40, 23.94)
N (-16.99, 14.12, 24.24)
H (-18.40, 12.60, 21.62)
H (-18.48, 12.12, 23.30)
H (-16.96, 12.16, 22.40)
H (-17.25, 14.69, 22.31)
H (-19.61, 14.11, 24.04)
H (-19.90, 14.48, 22.32)
H (-21.15, 16.08, 23.36)
H (-20.33, 17.50, 24.13)
H (-20.51, 15.90, 24.94)
H (-17.43, 13.51, 24.94)
H (-16.99, 15.02, 24.72)
C (-18.42, 10.10, 25.73)
C (-19.32, 11.32, 25.98)
C (-20.60, 10.97, 26.68)
O (-21.32, 10.10, 25.84)
C (-22.23, 9.32, 26.64)
N (-18.61, 12.33, 26.74)
H (-17.95, 9.85, 26.67)
H (-17.65, 10.45, 25.05)
H (-19.02, 9.28, 25.37)
H (-19.68, 11.77, 25.00)
H (-21.14, 11.83, 27.02)
H (-20.41, 10.50, 27.67)
H (-22.64, 10.00, 27.36)
H (-21.68, 8.50, 27.19)
H (-23.06, 8.94, 26.09)
H (-19.25, 12.85, 27.31)
H (-17.98, 11.84, 27.41)
C (-15.95, 7.32, 24.13)
C (-17.04, 7.79, 23.16)
C (-16.48, 8.22, 21.83)
O (-15.79, 9.43, 21.94)
C (-15.49, 9.99, 20.65)
N (-18.14, 6.74, 22.86)
H (-15.28, 8.16, 24.37)
H (-15.37, 6.50, 23.74)
H (-16.50, 7.08, 25.02)
H (-17.60, 8.66, 23.56)
H (-17.29, 8.30, 21.15)
H (-15.86, 7.44, 21.35)
H (-14.83, 9.33, 20.02)
H (-15.07, 10.94, 20.85)
H (-16.44, 10.12, 20.10)
H (-18.55, 6.51, 23.75)
H (-17.58, 5.86, 22.61)
C (-24.87, 13.77, 16.70)
C (-24.52, 12.47, 15.99)
C (-23.25, 11.93, 16.66)
O (-22.95, 10.68, 16.04)
C (-22.35, 9.83, 17.01)
N (-25.63, 11.48, 15.94)
H (-24.08, 14.45, 16.75)
H (-25.13, 13.37, 17.74)
H (-25.74, 14.11, 16.20)
H (-24.20, 12.72, 14.98)
H (-23.43, 11.74, 17.71)
H (-22.46, 12.73, 16.46)
H (-22.89, 9.80, 17.94)
H (-21.33, 10.16, 17.20)
H (-22.31, 8.80, 16.58)
H (-25.25, 10.61, 15.58)
H (-25.86, 11.21, 16.86)
C (-26.65, 16.22, 19.11)
C (-27.11, 17.67, 19.44)
C (-27.32, 17.75, 20.96)
O (-27.58, 19.07, 21.52)
C (-28.63, 19.81, 20.87)
N (-25.97, 18.54, 18.99)
H (-26.47, 16.04, 18.02)
H (-27.33, 15.41, 19.51)
H (-25.69, 16.06, 19.58)
H (-28.01, 17.94, 18.91)
H (-26.41, 17.46, 21.44)
H (-28.11, 17.00, 21.30)
H (-29.49, 19.10, 20.75)
H (-28.36, 20.18, 19.89)
H (-28.95, 20.66, 21.50)
H (-25.10, 18.41, 19.54)
H (-26.22, 19.53, 18.84)
C (-22.82, 15.98, 19.38)
C (-22.50, 16.86, 20.60)
C (-21.56, 18.05, 20.22)
O (-21.13, 18.89, 21.31)
C (-19.84, 19.47, 21.20)
N (-23.75, 17.37, 21.16)
H (-21.97, 15.57, 18.89)
H (-23.42, 16.55, 18.65)
H (-23.41, 15.13, 19.63)
H (-21.89, 16.24, 21.30)
H (-21.97, 18.69, 19.47)
H (-20.61, 17.57, 19.93)
H (-19.78, 20.23, 20.41)
H (-19.04, 18.72, 21.02)
H (-19.67, 19.84, 22.20)
H (-24.38, 16.61, 21.40)
H (-23.60, 17.86, 22.05)
C (-23.50, 5.71, 24.62)
C (-22.06, 6.21, 24.34)
C (-21.17, 5.85, 25.50)
O (-19.97, 6.56, 25.46)
C (-18.99, 5.96, 26.40)
N (-21.42, 5.66, 23.10)
H (-23.61, 4.73, 25.13)
H (-24.12, 5.61, 23.73)
H (-24.03, 6.45, 25.23)
H (-22.10, 7.30, 24.27)
H (-20.95, 4.79, 25.48)
H (-21.74, 5.99, 26.42)
H (-18.14, 6.62, 26.39)
H (-18.63, 4.93, 26.14)
H (-19.40, 5.84, 27.46)
H (-20.54, 6.18, 23.01)
H (-22.00, 6.04, 22.35)
C (-20.62, 1.95, 22.57)
C (-19.17, 2.36, 22.75)
C (-18.78, 3.11, 21.49)
O (-17.50, 3.74, 21.58)
C (-17.30, 4.59, 20.51)
N (-19.06, 3.27, 23.90)
H (-21.24, 2.83, 22.48)
H (-20.99, 1.45, 23.49)
H (-20.94, 1.32, 21.74)
H (-18.50, 1.52, 22.86)
H (-19.44, 3.98, 21.32)
H (-18.82, 2.44, 20.62)
H (-16.33, 5.09, 20.62)
H (-18.12, 5.32, 20.48)
H (-17.27, 4.16, 19.49)
H (-18.14, 3.55, 24.16)
H (-19.62, 4.07, 23.71)
C (-20.35, 9.13, 20.58)
C (-20.41, 9.80, 21.93)
C (-21.29, 11.03, 21.81)
O (-20.90, 11.77, 20.64)
C (-21.89, 12.61, 20.18)
N (-20.90, 8.87, 22.94)
H (-19.68, 9.66, 19.89)
H (-21.37, 8.93, 20.15)
H (-19.88, 8.17, 20.68)
H (-19.44, 10.26, 22.14)
H (-21.32, 11.71, 22.69)
H (-22.34, 10.78, 21.73)
H (-22.28, 13.25, 20.98)
H (-22.76, 12.01, 19.82)
H (-21.54, 13.26, 19.43)
H (-20.17, 8.17, 23.11)
H (-20.93, 9.42, 23.84)
C (-14.73, 15.70, 18.78)
C (-15.47, 14.90, 19.83)
C (-16.63, 14.17, 19.22)
O (-17.56, 15.03, 18.52)
C (-18.68, 15.31, 19.36)
N (-14.70, 13.88, 20.64)
H (-15.47, 16.23, 18.16)
H (-14.10, 15.12, 18.05)
H (-14.16, 16.48, 19.28)
H (-15.80, 15.67, 20.54)
H (-17.25, 13.63, 19.94)
H (-16.26, 13.43, 18.49)
H (-18.47, 15.96, 20.23)
H (-19.19, 14.40, 19.75)
H (-19.29, 15.86, 18.70)
H (-14.74, 14.09, 21.62)
H (-13.75, 13.98, 20.32)
C (-20.35, 14.55, 14.36)
C (-19.79, 15.62, 15.23)
C (-20.69, 15.91, 16.46)
O (-20.47, 17.07, 17.20)
C (-21.07, 18.23, 16.69)
N (-18.39, 15.30, 15.61)
H (-20.32, 13.60, 14.93)
H (-19.70, 14.42, 13.51)
H (-21.39, 14.66, 14.09)
H (-19.66, 16.57, 14.68)
H (-20.77, 15.08, 17.19)
H (-21.77, 15.98, 16.09)
H (-20.65, 18.58, 15.75)
H (-20.93, 19.00, 17.49)
H (-22.21, 18.10, 16.51)
H (-18.08, 16.03, 16.22)
H (-18.32, 14.42, 16.05)

Frontier orbital gap = 8.7 eV
Total energy = -133678.0996 eV
F_max = 0.0807 hartree/bohr
Charge = 0
Energy above the lowest of the compared OMol25 structures with the same formula, charge and spin = 217.6 kJ/mol
Lowest unoccupied orbital energy = 0.292 eV



Entry 2:
Molecular formula: C68H57N4O2P2Sn
Method: DFT, ωB97M-V/def2-TZVPD

Geometry (Å):
Sn (-0.57, -0.31, 0.10)
C (2.22, 1.26, 2.14)
N (1.95, 2.58, 1.65)
C (0.65, 3.14, 1.92)
P (-0.77, 1.97, 1.81)
C (-1.00, 1.29, 3.47)
C (-0.74, -0.06, 3.70)
C (-0.85, -0.59, 4.98)
C (-1.23, 0.22, 6.03)
C (-1.50, 1.57, 5.82)
C (-1.38, 2.11, 4.54)
C (-2.17, 3.12, 1.57)
C (-3.40, 2.79, 2.15)
C (-4.50, 3.63, 1.99)
C (-4.38, 4.81, 1.27)
C (-3.15, 5.15, 0.71)
C (-2.06, 4.30, 0.85)
C (2.99, 3.47, 1.27)
C (4.25, 3.00, 0.93)
C (5.25, 3.87, 0.54)
C (5.02, 5.24, 0.49)
C (3.77, 5.72, 0.85)
C (2.76, 4.85, 1.25)
P (2.00, -0.18, 0.95)
C (3.21, -0.04, -0.38)
C (4.56, -0.23, -0.06)
C (5.54, -0.10, -1.03)
C (5.18, 0.22, -2.34)
C (3.85, 0.39, -2.67)
C (2.86, 0.25, -1.70)
C (2.54, -1.61, 1.92)
C (2.34, -1.64, 3.24)
C (2.65, -2.81, 4.06)
C (3.05, -3.94, 3.49)
C (3.24, -4.12, 2.01)
C (3.06, -2.83, 1.16)
H (1.57, 1.04, 2.99)
H (3.25, 1.15, 2.50)
H (0.45, 3.91, 1.19)
H (0.57, 3.60, 2.92)
H (-0.44, -0.71, 2.89)
H (-0.65, -1.65, 5.14)
H (-1.33, -0.19, 7.03)
H (-1.79, 2.20, 6.64)
H (-1.59, 3.16, 4.39)
H (-3.50, 1.90, 2.75)
H (-5.44, 3.37, 2.46)
H (-5.22, 5.47, 1.17)
H (-3.04, 6.08, 0.17)
H (-1.13, 4.60, 0.39)
H (4.47, 1.94, 0.95)
H (6.23, 3.48, 0.29)
H (5.80, 5.92, 0.19)
H (3.58, 6.78, 0.85)
H (1.83, 5.28, 1.57)
H (4.85, -0.46, 0.96)
H (6.58, -0.24, -0.77)
H (5.95, 0.34, -3.09)
H (3.57, 0.64, -3.69)
H (1.82, 0.35, -1.99)
H (1.92, -0.78, 3.77)
H (2.53, -2.73, 5.13)
H (3.27, -4.81, 4.11)
H (4.25, -4.50, 1.86)
H (4.00, -2.58, 0.68)
C (-4.71, -0.40, 1.37)
C (-4.78, -1.53, 2.16)
C (-3.69, -2.39, 2.26)
C (-2.51, -2.11, 1.56)
C (-2.44, -0.94, 0.81)
C (-3.53, -0.09, 0.70)
C (-1.34, -3.03, 1.59)
C (-1.36, -4.25, 2.24)
C (-0.21, -5.04, 2.26)
C (0.88, -4.63, 1.53)
C (2.26, -5.23, 1.46)
C (2.61, -5.44, 0.01)
C (2.49, -4.34, -0.73)
C (2.03, -3.13, 0.03)
C (0.78, -3.45, 0.80)
N (-0.26, -2.62, 0.89)
H (-5.57, 0.26, 1.28)
H (-5.68, -1.76, 2.70)
H (-3.77, -3.27, 2.87)
H (-3.46, 0.80, 0.10)
H (-2.24, -4.58, 2.76)
H (-0.19, -5.96, 2.83)
H (2.34, -6.14, 2.05)
H (2.97, -6.39, -0.35)
H (2.74, -4.28, -1.78)
H (1.92, -2.26, -0.61)
C (-6.22, -1.29, -1.95)
O (-5.23, -0.27, -2.13)
C (-4.20, -0.53, -2.97)
C (-3.97, -1.74, -3.61)
C (-2.91, -1.83, -4.51)
C (-2.08, -0.75, -4.76)
C (-2.30, 0.45, -4.11)
C (-3.35, 0.55, -3.22)
N (-3.76, 1.79, -2.66)
C (-3.10, 2.88, -2.41)
C (-1.69, 3.12, -2.28)
C (-1.26, 4.42, -2.61)
C (0.03, 4.84, -2.38)
C (0.90, 3.97, -1.71)
C (0.49, 2.71, -1.33)
C (-0.79, 2.23, -1.64)
O (-1.20, 1.02, -1.30)
H (-6.65, -1.58, -2.91)
H (-6.99, -0.86, -1.32)
H (-5.79, -2.16, -1.45)
H (-4.62, -2.59, -3.45)
H (-2.76, -2.76, -5.04)
H (-1.29, -0.83, -5.50)
H (-1.68, 1.31, -4.33)
H (-4.77, 1.85, -2.55)
H (-3.74, 3.75, -2.25)
H (-1.97, 5.10, -3.07)
H (0.35, 5.83, -2.68)
H (1.90, 4.30, -1.47)
H (1.16, 2.09, -0.76)
N (-0.01, -1.43, -1.73)
C (0.32, -1.99, -2.68)
C (0.77, -2.70, -3.83)
C (0.51, -4.07, -3.93)
C (0.97, -4.75, -5.04)
C (1.68, -4.07, -6.03)
C (1.93, -2.71, -5.92)
C (1.48, -2.01, -4.81)
H (-0.03, -4.58, -3.15)
H (0.78, -5.81, -5.14)
H (2.03, -4.61, -6.90)
H (2.48, -2.19, -6.70)
H (1.67, -0.95, -4.71)

Frontier orbital gap = 6.6 eV
Total energy = -105883.7041 eV
F_max = 0.0145 hartree/bohr
Charge = +3
Energy above the lowest of the compared OMol25 structures with the same formula, charge and spin = 10.4 kJ/mol
Lowest unoccupied orbital energy = -7.586 eV